The following is a DFT calculation (the ωB97M-V functional and the def2-TZVPD basis) of C27H38IrN4O7S3Si as an isolated structure in a non-equilibrium geometry.

Last column: Mulliken spin population.
Element x y z (Å)
Ir  -0.1920  1.6252  -0.0176  1.19
N  -3.7202  3.4395  2.3081  -0.02
C  -2.5984  2.8702  1.8205  0.00
S  -2.6667  2.2652  0.1998  -0.04
N  -1.5678  2.7672  2.6030  -0.01
N  -0.3835  2.3430  2.1636  -0.06
C  0.4476  1.9640  3.1053  0.04
C  1.7802  1.5290  2.9296  -0.05
C  2.5123  1.0496  4.0323  0.03
C  3.7937  0.5855  3.8942  -0.05
C  4.4028  0.5840  2.6297  0.03
C  3.7389  1.0659  1.5368  -0.02
C  2.4175  1.5844  1.6409  0.03
O  1.8532  2.1024  0.6247  -0.05
H  -4.5690  3.3649  1.7760  0.00
H  -3.7707  3.6523  3.2893  0.00
H  0.0614  1.9677  4.1252  0.00
H  2.0362  1.0425  5.0031  0.00
H  4.3337  0.2101  4.7500  0.00
H  5.4067  0.1980  2.5283  0.00
H  4.1840  1.0615  0.5540  0.00
C  -0.2386  -1.6007  2.9316  -0.01
C  -1.1262  -1.4944  1.6933  -0.01
C  -1.5733  -2.8762  1.2233  0.00
C  -2.3534  -0.6410  1.9979  0.00
O  -0.3819  -0.8336  0.6515  0.18
Si  0.7223  -1.5569  -0.3357  0.09
S  1.6627  0.1074  -1.2887  -0.35
O  1.7134  -2.3407  0.6577  0.01
C  2.7451  -3.3010  0.4616  0.01
C  3.6716  -3.1521  1.6692  0.00
C  2.1005  -4.6867  0.4246  0.00
C  3.4898  -3.0284  -0.8400  -0.02
O  0.1408  -2.6106  -1.4056  -0.01
C  -0.5518  -2.5102  -2.6549  0.00
C  0.4607  -2.1667  -3.7446  -0.01
C  -1.1459  -3.9008  -2.8912  0.00
C  -1.6513  -1.4573  -2.5887  -0.02
H  -0.7949  -2.0541  3.7474  0.00
H  0.0933  -0.6109  3.2352  0.00
H  0.6399  -2.1954  2.7031  0.00
H  -2.1212  -3.3847  2.0127  0.00
H  -0.7124  -3.4771  0.9480  0.00
H  -2.2204  -2.7727  0.3560  0.00
H  -3.0074  -1.1637  2.6896  0.00
H  -2.9042  -0.4248  1.0858  0.00
H  -2.0514  0.2968  2.4519  0.00
H  3.0966  -3.2540  2.5865  0.00
H  4.1274  -2.1652  1.6615  0.00
H  4.4498  -3.9090  1.6537  0.00
H  1.6128  -4.9000  1.3725  0.00
H  2.8495  -5.4491  0.2324  0.00
H  1.3541  -4.7103  -0.3645  0.00
H  3.8417  -2.0007  -0.8561  0.00
H  2.8174  -3.1722  -1.6805  0.00
H  4.3370  -3.7004  -0.9405  0.00
H  1.2349  -2.9302  -3.7915  0.00
H  0.9246  -1.2073  -3.5243  0.00
H  -0.0318  -2.1015  -4.7099  0.00
H  -0.3641  -4.6551  -2.8276  0.00
H  -1.6030  -3.9459  -3.8749  0.00
H  -1.8965  -4.1169  -2.1347  0.00
H  -1.2362  -0.4639  -2.4350  0.02
H  -2.3355  -1.6733  -1.7717  0.00
H  -2.2084  -1.4441  -3.5199  0.00
O  -4.6527  3.0805  -3.9767  0.00
S  -3.2731  3.3637  -4.2411  0.00
O  -2.9349  3.7397  -5.5818  0.00
N  -2.3265  2.1077  -3.7217  0.01
C  -1.5242  2.4628  -2.7733  -0.01
O  -0.7255  1.7053  -2.1625  0.02
C  -1.6128  3.9126  -2.3877  0.01
C  -0.8433  4.5616  -1.4388  0.06
C  -1.1005  5.9032  -1.1982  0.02
C  -2.1003  6.5677  -1.8972  0.00
C  -2.8678  5.9062  -2.8512  0.00
C  -2.6032  4.5772  -3.0841  0.00
H  -0.0620  4.0173  -0.9011  -0.03
H  -0.5118  6.4324  -0.4632  0.00
H  -2.2822  7.6135  -1.6978  0.00
H  -3.6552  6.4120  -3.3867  0.00

## Properties
strongest force on any atom: 2.87 eV Å⁻¹
electronic energy: -92132.49522 eV
multiplicity: 2